1.
54
Properties=species:S:1:pos:R:3 method="wB97M-V/def2-TZVPD" mol_weight_g_mol=479.14 total_energy_ha=-2938.33980 de_lowest_kcal_mol=2.8 homo_lumo_gap_ha="0.271 / 0.272" total_charge=-1 homo_energy_ev="-4.87 / -4.87"
Ni -0.153 0.005 0.352
O -3.166 2.516 -1.585
C -4.214 2.113 -0.846
C -5.425 2.789 -1.021
C -6.536 2.441 -0.280
C -6.465 1.410 0.656
C -5.270 0.739 0.828
C -4.136 1.068 0.086
C -2.866 0.323 0.276
O -1.869 0.654 -0.495
N -2.826 -0.627 1.162
N -1.557 -1.173 1.108
C -1.391 -2.384 1.443
C -0.154 -3.097 1.184
C 0.043 -4.340 1.791
C 1.114 -5.149 1.473
C 1.996 -4.717 0.480
C 1.815 -3.505 -0.148
C 0.753 -2.638 0.197
O 0.663 -1.498 -0.448
H -2.395 1.975 -1.298
H -5.456 3.592 -1.747
H -7.466 2.978 -0.429
H -7.335 1.138 1.241
H -5.181 -0.069 1.542
H -2.238 -2.927 1.865
H -0.682 -4.667 2.530
H 1.255 -6.101 1.966
H 2.834 -5.344 0.195
H 2.490 -3.169 -0.926
C 5.099 0.881 -0.054
N 4.030 0.623 0.887
C 3.531 -0.739 0.761
C 2.952 1.617 0.851
C 2.201 1.718 -0.466
C 2.779 2.503 -1.472
C 2.212 2.635 -2.730
C 1.029 1.960 -3.004
C 0.429 1.196 -2.012
C 0.995 1.087 -0.745
H 5.928 0.199 0.150
H 5.462 1.905 0.067
H 4.804 0.748 -1.107
H 4.353 -1.443 0.908
H 3.072 -0.933 -0.217
H 2.770 -0.933 1.522
H 3.391 2.594 1.074
H 2.252 1.370 1.647
H 3.698 3.034 -1.241
H 2.684 3.256 -3.481
H 0.564 2.030 -3.981
H -0.487 0.669 -2.243
O -0.411 1.293 1.671
O 0.480 0.395 2.063

---

2.
47
Properties=species:S:1:pos:R:3 method="wB97M-V/def2-TZVPD" mol_weight_g_mol=622.06 total_energy_ha=-9071.06074 de_lowest_kcal_mol=15.8 homo_lumo_gap_ha=0.343 homo_energy_ev=-10.02
C 0.601 -0.420 -0.489
Br 0.716 -0.408 1.437
Br 1.273 -2.127 -1.122
Br 1.595 1.022 -1.253
H -0.437 -0.356 -0.789
C -1.298 3.765 -2.285
C -2.111 3.869 -1.154
C -2.715 2.747 -0.618
C -2.634 1.553 -1.302
C -1.870 1.432 -2.447
C -1.131 2.524 -2.898
N -3.193 0.351 -0.698
O -3.952 0.489 0.226
O -2.841 -0.727 -1.153
H -0.957 4.686 -2.739
H -2.201 4.856 -0.718
H -3.299 2.806 0.290
H -1.834 0.526 -3.036
H -0.892 2.554 -3.958
C 1.445 5.883 0.565
C 0.453 6.413 1.381
C -0.494 5.569 1.945
C -0.321 4.200 1.833
C 0.624 3.670 0.986
C 1.599 4.500 0.452
N -1.249 3.284 2.510
O -1.776 3.686 3.529
O -1.439 2.197 2.004
H 2.263 6.503 0.211
H 0.244 7.475 1.340
H -1.292 5.997 2.538
H 0.725 2.613 0.774
H 2.346 4.067 -0.199
C 2.700 -5.381 -0.439
C 1.823 -5.129 0.614
C 1.117 -6.158 1.201
C 1.289 -7.445 0.708
C 2.164 -7.714 -0.312
C 2.854 -6.670 -0.917
N 0.487 -8.531 1.287
O 0.392 -9.559 0.638
O -0.028 -8.336 2.369
H 3.231 -4.534 -0.855
H 1.809 -4.104 0.956
H 0.482 -5.988 2.058
H 2.305 -8.722 -0.675
H 3.427 -6.930 -1.798

---

3.
27
Properties=species:S:1:pos:R:3 method="wB97M-V/def2-TZVPD" spin_multiplicity=2 mol_weight_g_mol=152.24 total_energy_ha=-465.54688 de_lowest_kcal_mol=23.1 homo_lumo_gap_ha="0.364 / 0.233" total_charge=+1 homo_energy_ev="-13.83 / -13.84" s2=0.767
C 0.203 0.606 -2.363
C 0.306 -0.673 -3.260
C 0.139 1.952 -3.049
H -0.695 0.325 -1.790
H 1.012 0.436 -1.658
H -0.614 -0.930 -3.777
H 0.342 1.899 -4.115
H -0.861 2.368 -2.927
H 0.532 -1.507 -2.583
H 1.164 -0.598 -3.930
H 0.806 2.623 -2.509
C 2.160 0.382 1.975
C -1.104 -1.107 0.720
C -1.894 -0.796 1.878
C 0.213 -0.813 0.817
C 0.842 -0.302 2.002
C -1.283 -0.579 3.118
C 0.033 -0.144 3.159
O -3.183 -1.033 1.792
H -1.524 -1.651 -0.110
H 0.869 -1.156 0.026
H -1.755 -0.593 4.094
H -3.591 -0.955 2.650
H 2.604 0.474 2.964
H 1.984 1.429 1.678
H 0.484 0.384 3.988
H 2.811 -0.041 1.213

---

4.
112
Properties=species:S:1:pos:R:3 method="wB97M-V/def2-TZVPD" mol_weight_g_mol=672.68 total_energy_ha=-2286.46402 smiles="CCCCCCB[C@H](C)F.CCOC(C)=O.CCOC(C)=O.CCOC(C)=O.CCOC(C)=O.CCOC(C)=O.CCOC(C)=O" homo_lumo_gap_ha=0.384 homo_energy_ev=-9.90
C -2.603 0.982 -1.210
C -3.437 0.699 -2.474
C -4.057 -0.710 -2.449
C -5.532 -0.752 -1.957
C -6.406 -1.493 -2.971
C -7.814 -1.874 -2.458
B -8.394 -0.898 -1.379
C -8.630 0.629 -1.596
C -10.155 0.873 -1.621
F -8.033 1.152 -2.759
H -3.231 1.147 -0.335
H -1.926 0.144 -1.045
H -1.959 1.842 -1.397
H -2.731 0.738 -3.308
H -4.198 1.468 -2.618
H -4.036 -1.099 -3.472
H -3.427 -1.378 -1.859
H -5.528 -1.285 -1.002
H -5.859 0.281 -1.835
H -5.880 -2.424 -3.207
H -6.432 -0.924 -3.901
H -8.513 -1.841 -3.307
H -7.831 -2.905 -2.102
H -8.739 -1.329 -0.316
H -8.240 1.177 -0.731
H -10.475 1.396 -0.718
H -10.431 1.445 -2.506
H -10.723 -0.062 -1.640
C -1.628 5.144 1.677
C -1.045 3.992 2.468
O -0.982 2.791 1.697
C 0.039 2.512 0.861
C 1.044 3.585 0.521
O 0.082 1.420 0.359
H -1.008 5.394 0.816
H -1.719 6.031 2.305
H -2.617 4.877 1.301
H -0.067 4.233 2.887
H -1.696 3.754 3.308
H 0.745 4.060 -0.414
H 2.005 3.110 0.378
H 1.163 4.346 1.282
C 6.253 4.669 4.301
C 4.740 4.721 4.263
O 4.251 5.162 2.993
C 4.081 4.328 1.947
C 4.631 2.927 1.998
O 3.530 4.747 0.963
H 6.648 3.950 3.582
H 6.599 4.387 5.295
H 6.668 5.644 4.048
H 4.286 3.769 4.541
H 4.378 5.461 4.976
H 5.601 2.907 1.505
H 3.958 2.269 1.457
H 4.736 2.523 3.002
C 2.434 -1.384 -0.496
C 3.126 -0.082 -0.839
O 4.135 0.261 0.125
C 5.391 -0.214 0.094
C 5.734 -1.344 -0.842
O 6.191 0.240 0.872
H 3.126 -2.228 -0.505
H 1.636 -1.587 -1.209
H 2.003 -1.322 0.503
H 3.546 -0.088 -1.846
H 2.409 0.737 -0.799
H 5.652 -2.286 -0.299
H 6.761 -1.213 -1.175
H 5.110 -1.395 -1.729
C 6.868 -5.616 1.495
C 5.370 -5.411 1.568
O 4.847 -4.894 0.338
C 4.520 -5.664 -0.717
C 4.942 -7.114 -0.738
O 3.956 -5.154 -1.646
H 7.141 -6.350 0.738
H 7.258 -5.956 2.454
H 7.361 -4.682 1.228
H 4.839 -6.318 1.860
H 5.135 -4.656 2.316
H 5.880 -7.195 -1.286
H 4.176 -7.680 -1.262
H 5.065 -7.559 0.245
C 10.492 -4.763 -2.126
C 10.165 -4.551 -0.662
O 9.738 -5.760 -0.028
C 10.585 -6.679 0.477
C 12.059 -6.588 0.159
O 10.131 -7.586 1.118
H 11.323 -5.456 -2.257
H 10.757 -3.816 -2.597
H 9.632 -5.184 -2.645
H 10.993 -4.100 -0.113
H 9.319 -3.871 -0.570
H 12.271 -7.231 -0.695
H 12.613 -6.952 1.021
H 12.410 -5.582 -0.055
C -13.845 5.614 -0.702
C -13.696 5.087 0.710
O -13.238 3.732 0.730
C -11.939 3.392 0.652
C -10.913 4.437 0.283
O -11.632 2.243 0.815
H -12.890 5.633 -1.229
H -14.250 6.626 -0.689
H -14.518 4.974 -1.272
H -13.052 5.719 1.323
H -14.668 5.062 1.199
H -10.732 4.381 -0.791
H -9.990 4.205 0.808
H -11.192 5.454 0.545

---

5.
58
Properties=species:S:1:pos:R:3 method="wB97M-V/def2-TZVPD" mol_weight_g_mol=415.45 total_energy_ha=-1465.57001 de_lowest_kcal_mol=67.8 smiles="COCCOCC(=O)NC[C@@]1(OC)CCN(C(=O)CCCn2c(O)nnc2O)C1" homo_lumo_gap_ha=0.320 homo_energy_ev=-8.34
C -0.880 -6.052 0.055
O -1.066 -4.666 0.096
C -0.802 -4.160 1.371
C -0.802 -2.675 1.307
O -2.097 -2.315 0.873
C -2.530 -1.015 0.913
C -1.546 0.126 0.985
O -0.341 0.029 0.971
N -2.215 1.315 1.027
C -1.579 2.582 1.091
C -1.559 3.228 -0.266
O -2.844 3.197 -0.864
C -3.793 4.006 -0.232
C -0.938 4.626 -0.208
C 0.564 4.382 -0.314
N 0.653 3.115 -1.023
C 1.875 2.640 -1.353
O 2.878 3.292 -1.127
C 1.945 1.264 -1.945
C 2.260 0.261 -0.854
C 2.624 -1.082 -1.435
N 2.933 -2.050 -0.404
C 2.122 -2.999 0.137
O 0.894 -3.134 -0.326
N 2.705 -3.662 1.067
N 3.995 -3.121 1.182
C 4.076 -2.193 0.306
O 5.114 -1.410 0.038
C -0.628 2.449 -1.190
H -1.115 -6.373 -0.956
H 0.161 -6.312 0.283
H -1.552 -6.557 0.763
H -1.561 -4.529 2.081
H 0.194 -4.482 1.713
H -0.575 -2.284 2.307
H -0.035 -2.322 0.620
H -3.125 -0.870 0.004
H -3.212 -0.889 1.773
H -3.214 1.312 0.912
H -2.103 3.220 1.810
H -0.563 2.450 1.456
H -4.701 3.915 -0.821
H -4.010 3.685 0.797
H -3.488 5.059 -0.214
H -1.304 5.190 -1.069
H -1.195 5.186 0.694
H 1.085 5.162 -0.859
H 1.038 4.290 0.666
H 1.030 0.990 -2.486
H 2.762 1.298 -2.667
H 3.099 0.632 -0.264
H 1.415 0.140 -0.168
H 1.804 -1.490 -2.024
H 3.495 -0.993 -2.086
H 0.417 -3.674 0.317
H 5.814 -1.664 0.660
H -0.567 1.397 -0.910
H -1.010 2.533 -2.212

---

6.
12
Properties=species:S:1:pos:R:3 method="wB97M-V/def2-TZVPD" mol_weight_g_mol=82.11 total_energy_ha=-265.34570 de_lowest_kcal_mol=119.1 homo_lumo_gap_ha=0.320 homo_energy_ev=-7.99
C 0.392 1.206 -0.613
C -0.386 -0.122 1.435
C -0.203 0.099 -0.024
C -0.452 -1.005 -1.026
N 1.507 -0.296 -0.781
N 0.757 -1.185 -1.439
H 0.221 1.451 -1.653
H 0.863 1.960 0.007
H -1.340 -1.527 -1.344
H -0.060 0.729 2.033
H -1.446 -0.292 1.651
H 0.147 -1.019 1.755